A structure of composition C48H45BF4N9O3S3Ti. Source: the OMol25 dataset; level of theory: the ωB97M-V functional and the def2-TZVPD basis.

Values from the calculation:
* spin multiplicity: 2
* relative energy (zero: lowest compared OMol25 entry of this formula, charge and spin): 33.49 kcal/mol
* charge: -2

Structure (XYZ):
```
114
Properties=species:S:1:pos:R:3:forces:R:3:mulliken_spin:R:1
Ti 0.157 0.039 -0.420 0.560 0.575 1.425 0.908
C -1.435 -1.008 -3.228 0.039 0.032 0.093 0.010
C -1.164 -1.615 -1.892 -0.017 -0.111 -0.179 0.075
N 0.065 -1.816 -1.486 -0.141 -0.149 -0.383 0.007
N 0.244 -3.000 -0.767 -0.061 0.024 0.187 0.011
C 0.723 -2.956 0.424 -0.048 -0.422 0.033 0.024
S 1.051 -1.647 1.440 0.080 0.173 -0.235 -0.020
S 0.947 -4.607 1.139 -0.102 0.105 0.035 0.004
C -0.727 -5.289 0.845 -0.031 0.016 -0.099 -0.001
C -0.742 -6.427 -0.135 0.023 -0.024 -0.036 0.000
C -0.670 -6.173 -1.505 0.050 -0.022 0.033 0.001
C -0.679 -7.218 -2.414 -0.001 0.024 -0.001 0.000
C -0.755 -8.535 -1.973 -0.004 -0.007 -0.029 0.000
C -0.819 -8.797 -0.614 -0.002 -0.026 0.015 0.000
C -0.812 -7.747 0.297 -0.050 0.032 0.008 0.000
C -2.273 -2.131 -1.063 -0.023 0.027 0.183 -0.001
C -3.190 -3.099 -1.433 0.063 0.034 0.033 -0.004
C -4.129 -3.564 -0.519 -0.046 -0.047 -0.003 -0.001
C -4.137 -3.035 0.768 -0.021 -0.023 0.022 0.002
C -3.247 -2.045 1.150 0.033 0.085 -0.048 -0.006
C -2.303 -1.545 0.237 -0.149 -0.232 -0.341 0.025
O -1.497 -0.567 0.536 -0.107 -0.024 -0.103 -0.054
H -0.535 -0.564 -3.650 -0.018 0.010 -0.002 -0.010
H -1.740 -1.845 -3.870 0.002 0.008 -0.017 0.003
H -2.255 -0.294 -3.200 0.009 0.020 0.004 0.000
H -1.148 -5.608 1.800 0.092 -0.018 0.042 0.000
H -1.333 -4.466 0.468 0.020 0.016 0.032 0.000
H -0.572 -5.144 -1.830 -0.006 0.005 -0.001 -0.002
H -0.615 -7.006 -3.475 0.000 -0.004 0.009 0.000
H -0.756 -9.350 -2.687 0.000 -0.003 0.006 0.000
H -0.871 -9.820 -0.258 0.000 0.008 -0.005 0.000
H -0.864 -7.953 1.361 0.003 0.004 -0.013 0.000
H -3.148 -3.521 -2.432 0.011 0.001 0.002 0.000
H -4.829 -4.341 -0.798 0.007 0.008 -0.005 0.000
H -4.856 -3.407 1.490 0.007 0.007 0.000 0.000
H -3.260 -1.631 2.152 -0.007 0.000 -0.004 0.000
N 4.515 -0.689 -6.778 -0.034 0.012 0.031 0.000
C 4.478 -0.946 -5.389 0.026 -0.048 0.014 0.000
C 5.527 -0.551 -4.566 -0.039 -0.035 -0.022 0.000
C 5.434 -0.714 -3.192 0.107 0.067 0.005 0.000
C 4.314 -1.308 -2.647 -0.077 -0.018 0.122 0.000
C 3.288 -1.761 -3.466 -0.047 -0.048 -0.019 0.002
C 3.374 -1.589 -4.832 0.055 -0.029 -0.003 0.000
S 4.065 -1.383 -0.895 0.213 0.045 -0.229 0.001
O 5.295 -0.975 -0.255 -0.081 0.030 0.013 0.000
O 3.572 -2.704 -0.600 -0.087 0.052 0.004 0.000
N 2.846 -0.356 -0.667 -0.091 -0.154 0.136 -0.016
C 2.963 0.961 -0.724 0.033 -0.218 -0.201 0.001
N 1.762 1.567 -0.484 -0.346 0.225 -0.306 -0.004
C 1.665 2.880 -0.661 0.175 -0.008 -0.063 0.009
C 2.763 3.644 -0.999 -0.116 0.033 -0.008 0.000
C 3.958 2.949 -1.171 0.010 -0.098 0.004 0.002
N 4.088 1.647 -1.034 0.000 0.087 0.053 0.000
H 5.022 0.166 -6.966 0.016 -0.006 -0.006 0.000
H 3.575 -0.573 -7.133 -0.008 0.010 0.004 0.000
H 6.387 -0.048 -4.995 -0.007 0.000 -0.018 0.000
H 6.208 -0.345 -2.531 -0.028 -0.019 -0.002 0.000
H 2.403 -2.198 -3.016 0.015 0.008 -0.009 -0.001
H 2.544 -1.878 -5.467 0.012 0.016 -0.004 0.000
H 0.679 3.307 -0.527 -0.014 0.017 0.010 -0.002
H 2.689 4.708 -1.166 -0.015 -0.011 0.005 0.000
H 4.861 3.489 -1.450 0.006 -0.021 0.005 0.000
C -2.509 2.499 6.040 0.005 -0.036 0.000 0.000
C -2.228 3.671 5.144 0.005 0.030 0.035 0.000
C -2.258 4.971 5.626 0.002 -0.028 -0.026 0.000
C -1.979 6.058 4.808 -0.010 0.041 0.053 0.000
C -1.649 5.835 3.482 0.007 -0.043 -0.044 0.000
C -1.606 4.544 2.976 -0.031 0.001 0.002 0.000
C -1.909 3.456 3.794 0.015 0.026 -0.042 0.000
N -1.912 2.130 3.321 0.059 0.019 -0.045 0.000
C -1.362 1.866 2.026 0.100 0.034 0.132 0.021
N -2.267 2.172 1.079 -0.060 -0.061 0.051 -0.006
C -2.149 2.374 -0.321 0.037 0.001 -0.116 0.052
C -1.224 1.683 -1.115 0.017 -0.184 -0.027 -0.122
C -1.252 2.051 -2.470 0.173 0.008 -0.005 0.097
C -2.129 2.980 -3.004 -0.013 0.021 -0.019 -0.006
C -3.052 3.603 -2.179 0.003 -0.015 0.011 0.014
C -3.069 3.316 -0.824 0.010 0.014 -0.058 -0.017
C -4.075 4.005 0.065 -0.009 -0.014 0.039 0.000
N -0.171 1.417 1.844 -0.189 -0.042 -0.110 0.013
C 0.547 1.134 3.042 0.095 -0.001 0.062 0.016
C 0.179 0.018 3.799 0.028 0.072 -0.020 0.001
C 0.824 -0.283 4.988 -0.062 -0.048 -0.018 0.001
C 1.852 0.530 5.435 0.042 0.022 0.037 -0.001
C 2.221 1.635 4.685 0.035 -0.008 -0.013 0.000
C 1.585 1.959 3.490 -0.073 -0.014 -0.035 -0.012
C 1.989 3.185 2.726 -0.003 0.015 -0.016 0.000
H -2.812 2.834 7.032 -0.002 0.004 -0.002 0.000
H -1.623 1.866 6.158 -0.004 0.002 -0.002 0.000
H -3.301 1.867 5.628 0.006 0.009 0.009 0.000
H -2.505 5.130 6.670 0.002 0.003 -0.003 0.000
H -2.010 7.065 5.206 0.001 -0.013 -0.002 0.000
H -1.409 6.665 2.829 -0.004 -0.006 0.007 0.000
H -1.328 4.379 1.943 0.006 0.002 0.000 0.000
H -1.541 1.488 4.008 -0.023 -0.022 0.007 0.000
H -3.161 2.397 1.477 -0.009 0.012 0.014 0.000
H -0.541 1.603 -3.145 -0.029 0.028 0.025 -0.015
H -2.082 3.215 -4.061 -0.011 0.005 0.017 -0.001
H -3.755 4.328 -2.578 0.001 -0.004 0.001 0.001
H -4.664 4.712 -0.520 0.004 0.017 -0.004 0.000
H -3.604 4.556 0.884 -0.001 -0.004 -0.008 0.000
H -4.785 3.301 0.517 0.013 -0.001 -0.010 0.000
H -0.599 -0.627 3.408 0.001 0.000 0.009 0.000
H 0.537 -1.169 5.542 0.006 0.011 -0.005 0.000
H 2.377 0.298 6.355 -0.001 0.000 -0.009 0.000
H 3.031 2.270 5.027 -0.008 0.000 -0.005 0.000
H 2.909 3.605 3.134 -0.010 0.005 0.012 0.000
H 1.211 3.953 2.773 -0.006 -0.011 -0.012 0.000
H 2.153 2.953 1.677 0.025 -0.002 0.020 0.001
F 3.209 1.427 -4.253 -0.206 0.103 -0.009 0.000
B 1.811 1.397 -4.259 0.128 -0.111 -0.009 -0.003
F 1.343 0.568 -3.183 0.073 0.179 -0.095 0.001
F 1.307 2.698 -4.104 -0.028 -0.046 -0.008 0.000
F 1.331 0.840 -5.469 0.048 0.039 0.055 0.000
```
Positions in Å, forces in eV/Å.

---

A structure of composition C19H32Cl2N3O4Pt. Source: the OMol25 dataset; level of theory: the ωB97M-V functional and the def2-TZVPD basis.

Values from the calculation:
* calculated total energy: -2248.0989 Ha
* spin multiplicity: 3
* charge: -1

Structure (XYZ):
```
61
Properties=species:S:1:pos:R:3:forces:R:3:mulliken_spin:R:1
O 0.213 1.336 -1.331 1.408 0.470 0.092 0.279
C -0.802 1.428 -2.088 -0.657 0.451 -3.163 0.406
C -0.548 2.034 -3.387 -0.683 -0.921 1.615 -0.034
C 0.600 2.835 -3.577 0.516 0.291 -0.728 0.173
H 1.206 3.113 -2.711 -0.227 -0.140 -0.298 0.035
C 0.942 3.246 -4.865 -0.204 -0.143 0.340 -0.113
H 1.833 3.866 -5.011 -0.264 -0.190 -0.009 -0.008
C 0.153 2.877 -5.969 0.329 0.293 -0.199 0.230
H 0.440 3.194 -6.977 -0.122 -0.119 0.360 0.025
C -1.012 2.125 -5.768 -0.306 -0.120 0.425 -0.093
H -1.639 1.866 -6.625 0.153 0.019 0.243 -0.005
C -1.370 1.713 -4.487 -0.041 0.426 -0.776 0.145
H -2.270 1.127 -4.298 0.195 0.045 -0.178 0.013
H -1.755 0.922 -1.864 0.516 0.176 -0.235 0.025
C -2.032 2.899 0.210 0.061 0.526 0.296 0.000
C -1.892 1.446 0.449 0.837 -1.575 1.608 -0.023
H -2.691 3.335 0.977 0.012 0.031 -0.152 0.000
H -2.475 3.086 -0.785 0.242 0.014 0.390 -0.010
H -1.052 3.382 0.285 -0.294 0.083 -0.173 -0.007
C -2.796 0.599 0.974 0.763 0.257 -0.436 0.022
C -3.938 0.965 1.865 -0.618 0.235 -0.394 -0.001
H -2.652 -0.468 0.807 0.348 0.319 0.597 0.001
H -4.714 1.511 1.318 -0.198 0.044 0.238 0.000
H -3.599 1.587 2.706 -0.121 -0.131 -0.192 0.000
H -4.373 0.038 2.259 -0.058 0.311 0.034 0.000
Pt 0.035 0.626 0.504 -2.655 -0.109 -0.867 0.605
Cl 1.302 2.483 1.172 1.326 1.518 0.895 0.134
Cl -0.910 -1.306 -0.494 -0.313 -1.819 -0.711 0.157
H 4.478 0.317 -2.229 -0.156 -0.077 0.035 0.000
H 5.663 1.436 -0.559 -0.006 -0.049 0.145 0.000
C 3.536 0.469 -1.686 -0.017 0.266 0.066 0.008
C 4.893 1.346 0.210 -0.129 -0.032 0.067 -0.002
N 3.848 0.450 -0.261 0.121 -0.120 0.167 -0.001
H 2.825 -0.322 -1.928 0.008 0.225 0.141 -0.001
C 3.078 -0.150 0.650 -2.035 -0.477 -0.400 0.010
O 1.958 -0.684 0.415 2.533 0.555 0.475 -0.015
H 5.320 0.928 1.124 0.102 0.138 -0.100 -0.001
H 3.500 -0.135 1.677 -0.154 0.052 -0.341 0.002
H 3.129 1.444 -1.983 -0.139 -0.273 0.103 0.000
H 4.483 2.340 0.439 0.035 -0.170 -0.131 0.003
H -2.056 -5.974 2.821 -0.059 0.141 0.022 0.000
H -0.603 -6.491 0.340 -0.101 0.168 -0.005 0.000
C -2.469 -5.200 2.159 0.238 0.083 -0.095 0.000
C -1.222 -5.624 0.057 0.009 0.217 0.132 0.000
N -1.480 -4.748 1.193 -0.170 -0.430 0.125 0.003
H -2.804 -4.346 2.755 0.072 -0.242 -0.109 0.000
C -0.624 -3.754 1.506 0.116 0.463 0.406 -0.011
O -0.605 -3.180 2.602 -0.083 -0.732 -0.762 -0.001
H -0.702 -5.053 -0.717 -0.135 -0.115 0.027 0.004
H 0.038 -3.478 0.671 0.005 0.013 0.270 0.008
H -3.301 -5.640 1.605 -0.033 0.135 0.127 0.000
H -2.174 -6.009 -0.329 0.226 0.221 -0.043 -0.002
C 0.823 0.996 4.538 -0.042 -0.016 0.103 0.001
C 0.507 -0.047 3.497 -1.544 0.316 -1.792 0.043
N 1.088 -1.242 3.625 0.218 -0.131 0.339 0.017
O -0.305 0.171 2.540 1.311 -0.468 3.112 -0.021
H 1.181 0.517 5.455 -0.015 0.105 -0.050 0.001
H -0.080 1.569 4.765 0.183 -0.067 -0.169 0.001
H 1.592 1.683 4.172 -0.196 -0.061 -0.139 0.003
H 0.657 -2.029 3.125 0.030 0.129 -0.155 -0.003
H 1.623 -1.426 4.461 -0.141 -0.009 -0.195 -0.001
```
Positions in Å, forces in eV/Å.

---

A structure of composition C36H47N7O2S3Si2TeW. Source: the OMol25 dataset; level of theory: the ωB97M-V functional and the def2-TZVPD basis.

Values from the calculation:
* calculated total energy: -4042.0474 Ha
* spin multiplicity: 3
* charge: +2

Structure (XYZ):
```
99
Properties=species:S:1:pos:R:3:forces:R:3:mulliken_spin:R:1
W 0.491 -0.987 -1.140 -2.222 0.494 0.493 1.526
C 4.030 3.402 0.171 0.000 0.052 0.022 0.032
C 4.467 2.310 0.906 0.052 -0.055 0.012 -0.019
C 3.912 1.061 0.689 -0.224 -0.161 -0.015 0.052
C 2.926 0.887 -0.287 0.071 0.505 0.054 -0.115
C 2.468 1.994 -0.998 0.071 -0.244 0.051 0.081
C 3.021 3.241 -0.768 -0.062 0.103 0.020 -0.012
N 2.415 -0.408 -0.570 1.189 -0.054 -0.058 0.195
C 3.319 -1.424 -0.713 -0.440 -0.050 0.146 0.135
C 4.722 -1.309 -0.841 0.277 -0.049 -0.049 0.058
C 5.471 -2.432 -1.062 0.026 0.339 0.078 -0.010
C 4.889 -3.713 -1.151 -0.211 -0.162 0.015 0.129
C 3.533 -3.867 -1.016 -0.048 -0.165 0.077 -0.097
C 2.748 -2.730 -0.811 0.269 0.069 -0.005 0.169
N 1.384 -2.721 -0.736 0.125 -1.043 -0.242 -0.089
N 0.742 -3.856 -0.554 0.526 -0.154 0.136 -0.195
C -0.572 -3.649 -0.467 -0.311 0.489 0.032 0.037
C -1.453 -4.735 -0.264 0.081 0.037 -0.012 -0.026
C -2.791 -4.504 -0.176 0.076 -0.007 -0.006 0.003
C -3.266 -3.179 -0.284 0.027 -0.046 0.046 -0.046
C -2.377 -2.166 -0.473 -0.122 0.182 -0.107 -0.007
N -1.032 -2.354 -0.569 0.064 -0.832 -0.035 -0.032
H 4.479 4.374 0.323 -0.014 0.000 0.015 0.001
H 5.262 2.416 1.633 -0.057 0.050 0.053 0.001
H 4.226 0.211 1.282 0.065 0.012 0.008 -0.002
H 1.745 1.855 -1.789 -0.075 0.075 -0.007 0.027
H 2.683 4.093 -1.344 -0.014 -0.024 -0.019 0.000
H 5.189 -0.338 -0.835 0.002 0.011 -0.021 -0.006
H 6.540 -2.325 -1.193 -0.003 -0.021 -0.034 0.000
H 5.514 -4.570 -1.357 -0.005 -0.014 0.036 0.002
H 3.046 -4.828 -1.092 0.041 -0.014 -0.011 -0.002
H -1.013 -5.720 -0.197 -0.039 -0.017 0.032 0.002
H -3.480 -5.324 -0.028 -0.016 0.006 -0.010 -0.001
H -4.324 -2.969 -0.230 0.008 0.052 -0.024 0.001
H -2.711 -1.146 -0.596 -0.004 0.025 0.011 0.020
S -0.785 1.236 -0.883 0.223 0.837 0.114 0.017
C -2.524 1.369 -0.969 0.463 -0.161 -0.060 0.017
N -3.124 1.876 0.098 -0.190 0.054 0.007 0.007
C -4.568 2.079 0.199 -0.185 0.011 -0.058 -0.001
C -5.272 1.080 -0.707 0.127 0.013 -0.026 0.002
C -4.688 1.175 -2.107 -0.161 0.088 0.042 0.000
N -3.228 1.059 -2.041 -0.301 -0.157 0.028 0.006
H -2.525 2.201 0.841 0.052 -0.140 0.042 0.002
H -4.826 3.102 -0.085 0.030 0.002 0.025 0.001
H -4.860 1.929 1.238 0.043 0.037 0.006 0.000
H -6.339 1.288 -0.734 -0.006 -0.004 0.003 0.000
H -5.135 0.068 -0.317 -0.018 0.001 0.015 -0.001
H -4.957 2.131 -2.564 0.034 -0.020 -0.031 0.000
H -5.064 0.379 -2.747 0.038 0.005 -0.008 0.000
H -2.737 0.641 -2.817 0.172 0.042 0.023 0.001
C -0.471 -1.154 5.134 -0.257 -0.100 -0.146 0.000
Si -1.745 -1.761 3.889 -0.177 0.154 -0.385 0.002
C -3.533 -1.566 4.439 0.316 -0.104 0.123 0.001
C -1.354 -3.503 3.279 -0.114 0.266 0.235 -0.001
C -1.599 -0.625 2.337 0.263 -0.532 0.211 0.021
Te 0.413 -0.753 1.616 -0.186 0.412 1.480 0.015
C 0.952 1.124 2.555 -0.187 0.116 -0.212 -0.005
Si -0.087 2.696 3.017 0.087 -0.009 0.100 -0.001
C 1.003 3.457 4.344 -0.052 -0.050 -0.162 0.000
C -0.249 3.887 1.571 -0.068 -0.120 0.275 0.003
C -1.775 2.423 3.836 0.215 0.002 -0.129 0.000
H -0.513 -1.729 6.059 0.007 -0.032 -0.003 0.000
H -0.623 -0.105 5.395 -0.011 -0.033 -0.003 0.000
H 0.537 -1.260 4.726 0.039 -0.039 0.043 0.000
H -3.750 -2.191 5.307 -0.021 0.003 0.008 0.000
H -4.224 -1.856 3.645 0.036 -0.027 -0.041 0.000
H -3.754 -0.533 4.716 0.033 0.020 0.006 0.000
H -1.213 -4.196 4.110 0.002 0.002 0.017 0.000
H -0.433 -3.509 2.692 0.042 -0.055 0.009 -0.002
H -2.159 -3.900 2.658 -0.027 0.049 -0.012 0.000
H -1.775 0.418 2.578 0.065 -0.050 -0.116 -0.002
H -2.293 -0.945 1.564 -0.011 -0.021 -0.012 0.002
H 1.807 1.494 1.990 0.057 0.082 -0.048 0.006
H 1.362 0.769 3.504 -0.009 -0.107 -0.024 -0.002
H 2.009 3.676 3.979 0.005 -0.021 -0.035 0.000
H 1.102 2.805 5.214 -0.018 -0.041 -0.021 0.000
H 0.573 4.398 4.694 -0.032 0.007 -0.031 0.000
H 0.665 3.893 0.985 0.176 -0.011 -0.144 -0.001
H -0.401 4.900 1.952 -0.019 -0.043 0.051 0.000
H -1.068 3.668 0.889 -0.001 0.001 -0.056 -0.002
H -1.719 1.674 4.629 -0.032 0.019 -0.020 0.000
H -2.610 2.156 3.185 0.014 -0.010 -0.053 0.000
H -2.049 3.369 4.309 0.048 0.033 0.014 0.000
O 3.687 -1.777 -4.170 -0.253 -0.175 -0.207 0.001
S 2.962 -0.602 -3.841 0.536 0.389 0.346 0.005
O 3.596 0.420 -3.068 0.056 -0.042 -0.042 0.003
N 1.493 -1.080 -3.051 -0.084 1.311 -1.238 0.062
C 0.480 -0.539 -3.722 -0.527 -1.107 -0.525 0.025
S -1.065 -1.026 -3.195 0.622 0.069 0.086 -0.031
C 0.784 0.258 -4.892 0.190 0.150 -0.529 0.035
C -0.093 0.936 -5.728 0.061 -0.099 0.130 0.002
C 0.429 1.562 -6.849 -0.079 0.063 -0.039 -0.002
C 1.791 1.514 -7.129 -0.022 -0.061 0.092 0.003
C 2.673 0.837 -6.288 0.319 -0.077 -0.111 -0.001
C 2.142 0.216 -5.184 -0.439 -0.200 0.346 -0.005
H -1.151 0.967 -5.507 -0.014 -0.014 -0.032 0.002
H -0.235 2.091 -7.519 0.026 0.014 -0.008 0.000
H 2.174 2.006 -8.012 0.011 -0.004 -0.002 0.000
H 3.731 0.792 -6.509 -0.005 0.025 0.011 0.000
```
Positions in Å, forces in eV/Å.

---

A structure of composition C4H5O2Tl. Source: the OMol25 dataset; level of theory: the ωB97M-V functional and the def2-TZVPD basis.

Values from the calculation:
* relative energy (zero: lowest compared OMol25 entry of this formula, charge and spin): 0.00 kcal/mol

Structure (XYZ):
```
12
Properties=species:S:1:pos:R:3:forces:R:3:mulliken_charge:R:1
H 2.936 -0.132 0.180 -0.236 0.154 -0.151 0.391
O -2.662 0.442 -0.511 -0.775 -0.256 0.819 -0.483
C -1.585 -0.423 -0.305 1.073 1.177 -0.949 -0.290
C -0.584 -0.063 0.502 0.367 0.526 -1.001 -0.313
C 0.771 -0.653 0.177 -0.111 -1.035 0.689 -0.476
C 1.921 0.283 0.354 -0.135 -0.052 0.452 0.169
O 1.814 1.429 0.764 1.360 -0.697 -0.531 -0.552
Tl -0.281 2.243 1.298 -1.575 0.158 0.266 0.419
H -2.712 0.684 -1.439 0.044 -0.274 -0.041 0.306
H -1.540 -1.220 -1.068 -0.011 0.057 0.389 0.274
H 0.897 -1.109 -0.828 -0.164 0.126 0.239 0.314
H 1.023 -1.481 0.875 0.164 0.116 -0.183 0.241
```
Positions in Å, forces in eV/Å.